1.
Density functional theory data (ωB97M-V/def2-TZVPD) for a molecular structure, C28H41BBrN11O3PTeW.

Properties
* ΔE to the lowest compared entry with this formula, charge and spin: 237.87 kJ/mol
* charge: +2
* E_HOMO (spin up / spin down): -0.462 / -0.462 Ha
* lowest unoccupied orbital energy (spin up / spin down): -6.053 / -7.453 eV
* Kohn-Sham gap (spin up / spin down): 6.529 / 5.124 eV
* 2S+1: 2

```
88
Properties=species:S:1:pos:R:3:forces:R:3
W -0.381193 -0.608298 -0.245483 -0.1 0.4 0.4
C -3.095843 -0.062311 3.183779 0.0 0.0 0.0
C -2.357292 -0.872596 2.336793 0.0 0.0 0.0
N -2.038016 -0.223462 1.207396 0.1 0.0 0.0
N -2.602853 1.000435 1.307141 0.0 0.0 -0.1
C -3.224675 1.124386 2.487025 0.0 0.0 0.0
B -2.720056 1.884558 0.038097 0.1 0.0 0.1
N -3.023528 0.930784 -1.161955 -0.1 -0.1 0.1
C -3.823538 1.277385 -2.182292 0.0 0.0 0.0
C -3.448074 0.566461 -3.300285 0.0 0.0 0.0
C -2.366190 -0.189125 -2.875827 0.0 0.0 0.0
N -2.112517 0.010973 -1.573761 -0.1 -0.1 -0.1
N -1.353719 2.506644 -0.341568 0.0 0.0 0.0
C -1.044435 3.743275 -0.794129 0.0 0.0 0.0
C 0.156241 3.680006 -1.460778 0.0 -0.1 0.0
C 0.519719 2.334609 -1.402749 0.0 0.1 -0.1
N -0.375004 1.634124 -0.717021 0.0 -0.3 -0.1
N -3.864254 2.843330 0.222029 0.0 0.0 -0.1
C -5.148659 2.477903 0.520204 0.0 0.0 0.0
C -5.959048 3.553718 0.292443 0.0 0.0 0.0
C -5.082034 4.555817 -0.173214 0.0 0.0 0.0
N -3.839409 4.125084 -0.232253 0.0 0.0 0.1
H -3.496586 -0.302102 4.152605 0.0 0.0 0.0
H -2.034361 -1.886364 2.501047 0.0 0.0 0.0
H -3.748767 2.029443 2.743065 0.0 0.0 0.0
H -4.584159 2.030212 -2.053426 0.0 0.0 0.0
H -3.883127 0.599681 -4.283153 0.0 0.0 0.0
H -1.797534 -0.874333 -3.474679 0.0 0.0 0.0
H -1.725611 4.557384 -0.625169 0.0 0.0 0.0
H 0.685869 4.486682 -1.935348 0.0 0.0 0.0
H 1.386309 1.852707 -1.821518 0.0 0.0 0.0
H -5.390133 1.484483 0.861895 0.0 0.0 0.0
H -7.022375 3.618082 0.442536 0.0 0.0 0.0
H -5.311972 5.568293 -0.464220 0.0 0.0 0.0
C -2.225579 -2.928817 -1.564135 0.0 0.1 0.0
C -1.017483 -2.997624 -2.478280 0.0 0.0 0.0
N -0.016599 -1.922786 -2.181384 0.1 0.0 -0.1
C 1.328621 -2.545016 -2.042106 0.0 0.0 -0.1
C 1.426638 -3.216439 -0.687325 0.0 0.0 0.0
N 0.788011 -2.431581 0.425628 0.0 -0.2 0.0
C 0.004265 -3.330000 1.287912 0.0 0.0 -0.1
C -1.276535 -3.664705 0.555482 0.0 0.0 0.0
N -1.775363 -2.486133 -0.222609 -0.1 -0.1 0.0
H -2.971089 -2.227824 -1.917922 0.0 0.0 0.0
H -2.706322 -3.906939 -1.503487 0.0 0.0 0.0
H -0.516181 -3.955443 -2.347952 0.0 0.0 0.0
H -1.325880 -2.967206 -3.523399 0.0 0.0 0.0
H 0.042924 -1.293564 -2.974575 0.0 0.0 0.0
H 1.475060 -3.296362 -2.823113 0.0 0.0 0.0
H 2.083532 -1.784251 -2.175305 0.0 0.0 0.0
H 0.939597 -4.190640 -0.719039 0.0 0.0 0.0
H 2.473509 -3.394096 -0.445946 0.0 0.0 0.0
H 1.563571 -2.027696 0.950508 0.0 0.0 0.0
H 0.553338 -4.244464 1.528805 0.0 0.0 0.0
H -0.196139 -2.821012 2.220159 0.0 0.0 0.1
H -1.105652 -4.476267 -0.149712 0.0 0.0 0.0
H -2.046540 -4.018091 1.242417 0.0 0.0 0.0
H -2.593977 -2.115003 0.247108 0.0 0.0 0.0
Br 3.209825 1.714052 5.356453 0.0 0.0 0.0
C 2.118488 1.190310 3.941613 0.0 -0.1 0.0
C 1.372058 0.028592 3.988496 0.0 0.0 0.0
C 0.572535 -0.337391 2.907224 0.1 0.1 0.0
C 0.516930 0.332950 1.674101 0.0 -0.2 -0.1
C 1.281658 1.547673 1.649446 0.1 -0.2 0.0
C 2.052492 1.990079 2.788030 -0.1 0.1 0.0
H 1.389418 -0.589352 4.876559 0.0 0.0 0.0
H -0.024562 -1.218816 3.067346 0.0 -0.1 -0.1
H 1.500504 2.032034 0.712905 0.0 0.1 0.0
H 2.713788 2.841007 2.675600 0.1 0.0 0.0
C 5.179989 -0.364118 2.048674 0.0 0.0 0.0
C 4.839961 -1.262276 0.879543 0.0 0.0 0.0
O 3.456682 -1.128808 0.478196 0.0 0.1 0.0
P 3.045083 0.179971 -0.443902 -0.2 -0.3 0.2
O 1.521819 -0.292170 -0.639663 0.1 0.6 -0.4
Te -0.058836 3.058952 2.741075 -0.1 0.2 0.1
O 3.677148 -0.291615 -1.860323 0.1 -0.1 0.0
C 4.422625 0.636640 -2.690636 0.0 0.0 0.0
C 5.682355 1.150398 -2.029808 0.0 -0.1 0.0
H 6.209056 -0.535650 2.365084 0.0 0.0 0.0
H 4.526404 -0.577878 2.895482 0.0 0.0 0.0
H 5.081784 0.689555 1.780999 0.0 0.0 0.0
H 4.968077 -2.310646 1.144414 0.0 0.0 0.0
H 5.482047 -1.063769 0.018791 0.0 0.0 0.0
H 3.764502 1.454870 -2.992615 0.0 0.0 0.0
H 4.668777 0.064325 -3.582362 0.0 0.0 0.0
H 5.467381 1.787972 -1.172537 0.0 0.0 0.0
H 6.251473 1.736125 -2.752135 0.0 0.0 0.0
H 6.311595 0.321096 -1.704973 0.0 0.0 0.0
```
Forces are in eV/Å.

Löwdin atomic charge list, values in e, 2 entries: atom 1 (W): 1.6528, atom 2 (C): 0.0040

2.
Density functional theory data (ωB97M-V/def2-TZVPD) for a molecular structure, C6H12.

Properties
* ΔE to the lowest compared entry with this formula, charge and spin: 517.68 kJ/mol
* charge: 0
* E_HOMO: -0.315 Ha
* lowest unoccupied orbital energy: 0.849 eV
* Kohn-Sham gap: 9.434 eV

```
18
Properties=species:S:1:pos:R:3:forces:R:3
C -1.251197 -1.113878 0.359970 0.0 0.0 0.0
C -0.439017 0.087573 -0.149034 -0.4 0.2 -0.4
C -1.323813 1.181748 -0.692272 -0.2 0.1 -0.2
C 0.676281 0.509346 0.746508 -0.3 0.2 -1.0
C 1.569417 -0.372660 0.155794 -0.9 -0.6 -0.2
C 0.745664 -0.459207 -1.073993 -0.3 -0.5 -0.5
H -1.821482 -1.553954 -0.466978 0.0 0.1 0.1
H -0.607477 -1.895014 0.781726 -0.1 0.2 -0.1
H -1.963566 -0.813136 1.136886 0.1 0.0 -0.1
H -1.899148 0.821645 -1.548121 -0.1 0.1 0.0
H -0.718788 2.037937 -1.009318 -0.1 -0.1 0.0
H -2.025918 1.524529 0.077652 0.1 0.0 -0.1
H 0.833506 1.543552 1.040942 -0.2 -0.4 0.8
H 1.932967 0.420026 1.980194 2.0 0.1 0.2
H 2.111821 -1.203714 0.591518 0.7 0.6 -0.3
H 2.560299 0.371736 1.445300 -0.1 0.4 1.9
H 0.636543 -1.417524 -1.576368 -0.2 -0.2 -0.2
H 0.983908 0.330997 -1.800410 0.0 -0.3 0.2
```
Forces are in eV/Å.

Löwdin atomic charge list, values in e, 2 entries: atom 1 (C): -0.0455, atom 2 (C): -0.5331

3.
Density functional theory data (ωB97M-V/def2-TZVPD) for a molecular structure, C30H18N7RbSe.

Properties
* ΔE to the lowest compared entry with this formula, charge and spin: 0.00 kJ/mol
* charge: 0
* E_HOMO: -0.205 Ha
* lowest unoccupied orbital energy: -1.077 eV
* Kohn-Sham gap: 4.507 eV

```
57
Properties=species:S:1:pos:R:3:forces:R:3
Rb -1.233104 -0.437120 0.266892 0.1 -0.1 0.1
C 2.842910 0.900395 3.281538 -0.3 0.4 0.2
C 1.524810 0.628198 2.778305 2.2 1.2 0.5
N 1.299437 -0.299459 1.896262 0.2 0.0 -1.2
C 2.370849 -0.931311 1.344075 1.6 -2.5 0.7
C 3.758230 -0.753487 1.851795 -1.7 -2.4 -2.7
C 3.919640 0.187298 2.801186 0.5 2.4 2.7
C 4.819431 -1.557526 1.348417 -0.6 -0.3 -1.8
C 4.618069 -2.435202 0.255111 -0.2 2.2 1.9
C 3.318317 -2.642425 -0.195268 -1.3 -0.1 0.3
C 2.163298 -2.096200 0.430394 -0.7 1.6 0.1
N 0.828060 -2.388690 0.133162 1.7 1.0 0.1
C 0.426844 -3.648412 0.004796 -0.7 -0.5 0.3
C 1.167802 -4.753979 0.445678 -0.1 -1.1 -0.6
C 0.764967 -6.076271 0.159880 -0.8 0.6 0.3
C -0.552166 -6.358773 -0.183288 0.1 0.3 -0.3
C -1.428266 -5.293931 -0.489969 -0.6 2.3 -0.6
C -2.811075 -5.367955 -0.931145 1.1 -2.4 1.5
C -3.478116 -4.331369 -1.477619 0.0 -0.2 -1.1
C -2.731051 -3.179663 -1.709858 -0.6 2.0 -0.5
N -1.553695 -2.934479 -1.211430 0.5 -0.4 0.8
C -0.927902 -3.916833 -0.517496 1.1 -1.6 -0.3
H 3.033872 1.677068 4.055100 -0.5 -0.6 -0.7
H 0.770951 1.367839 3.008146 -0.6 -0.4 0.4
H 4.909815 0.412171 3.244373 -0.5 -0.3 -0.4
H 5.834949 -1.334934 1.609636 0.3 0.1 0.5
H 5.529043 -2.763391 -0.217702 -0.2 -0.6 -0.3
H 3.083246 -3.304507 -1.010328 0.2 -0.3 -0.2
H 2.120004 -4.596263 0.931775 0.1 0.0 -0.3
H 1.485669 -6.887845 0.193890 -0.1 0.0 0.5
H -0.881889 -7.369778 -0.340407 -0.1 -0.3 0.0
H -3.304122 -6.347211 -0.758900 0.2 0.7 -0.4
H -4.450902 -4.476783 -1.942923 0.1 0.2 0.4
H -3.101201 -2.321571 -2.302438 -0.3 -0.7 0.2
Se -1.195814 8.253480 -0.896305 -1.0 -1.1 0.3
N -0.201963 6.884175 -1.423718 0.7 0.2 0.0
C -0.801061 5.769994 -1.150897 -0.6 0.2 -0.3
C -0.137457 4.498676 -1.335734 1.7 -0.9 -1.1
C 1.195977 4.397356 -1.894961 -1.5 -2.1 2.3
C 1.764881 3.099183 -1.848029 -0.4 2.4 -1.4
C 0.965171 2.008017 -1.529240 -0.8 -0.2 0.2
N -0.279735 2.060003 -1.018304 0.9 1.9 -1.1
C -0.794444 3.330761 -0.946171 -0.4 -0.3 0.7
C -2.184028 3.473584 -0.383591 0.3 -1.3 1.0
N -2.682010 2.308502 0.108355 -1.9 1.0 -1.0
C -4.005591 2.297605 0.410528 0.8 -0.2 0.0
C -4.846407 3.398548 0.535898 0.9 0.7 -0.5
C -4.196647 4.601096 0.267763 -0.2 1.6 -0.1
C -2.894466 4.692778 -0.251977 0.0 -2.1 0.1
C -2.165952 5.884990 -0.617516 1.1 1.4 0.5
N -2.520576 7.112157 -0.339901 -0.2 0.3 -0.4
H 1.731335 5.293159 -2.121871 0.3 0.3 -0.4
H 2.762845 2.995337 -2.282181 -0.3 -0.4 0.4
H 1.348897 1.037517 -1.799563 0.1 -0.4 0.5
H -4.427109 1.324752 0.548831 -0.1 -0.6 0.4
H -5.920984 3.325655 0.791000 1.0 0.0 -0.1
H -4.651585 5.585068 0.425945 -0.3 -0.5 -0.1
```
Forces are in eV/Å.

Löwdin atomic charge list, values in e, 2 entries: atom 1 (Rb): 0.8651, atom 2 (C): -0.0546

4.
Density functional theory data (ωB97M-V/def2-TZVPD) for a molecular structure, C34H27AsBrN3NaO5S.

Properties
* ΔE to the lowest compared entry with this formula, charge and spin: 3.07 kJ/mol
* charge: -1
* E_HOMO: -0.157 Ha
* lowest unoccupied orbital energy: 2.117 eV
* Kohn-Sham gap: 6.379 eV

```
73
Properties=species:S:1:pos:R:3:forces:R:3
Na -1.541199 -0.182704 1.349938 -0.5 -0.2 0.3
O -4.377198 -3.628581 -0.099171 0.5 0.3 0.0
C -3.537991 -2.789061 0.362748 -0.6 -0.7 -0.7
O -3.597866 -1.560091 0.257409 0.5 0.4 1.0
C -2.296832 -3.426499 0.951807 -0.3 -0.4 -0.3
C -1.833208 -4.569442 0.303774 -0.7 -0.1 -0.5
C -0.756488 -5.248985 0.786790 0.6 -0.2 0.3
C -0.135729 -4.744648 1.931816 -0.2 0.0 -0.4
C -0.662788 -3.597725 2.491610 0.2 -0.3 0.1
N -1.723595 -2.935282 2.028195 0.3 0.5 0.3
H -2.396322 -4.907414 -0.560128 0.1 0.0 0.1
H -0.424009 -6.156384 0.292684 0.1 0.1 0.1
H 0.739065 -5.195080 2.372529 0.0 -0.2 0.1
H -0.201357 -3.236423 3.386693 0.1 0.5 0.4
O -0.645508 1.749771 2.272770 0.1 -0.6 0.1
N -1.220203 2.651870 3.044692 0.2 0.3 -0.9
C -1.450586 3.840027 2.421005 -0.5 0.9 1.0
C -2.047898 4.910874 3.053740 0.3 -1.3 0.2
C -2.476257 4.677560 4.368592 -0.3 0.5 -0.1
C -2.226227 3.480933 4.992590 0.0 0.4 -0.5
C -1.513484 2.414366 4.374450 0.1 0.1 0.1
S -1.029888 0.995295 5.187290 -0.2 0.3 -0.4
H -1.132606 3.930974 1.403398 0.2 -0.5 -0.3
H -2.185768 5.834845 2.528565 -0.1 0.2 -0.1
H -3.051372 5.463519 4.863138 0.2 -0.3 0.1
H -2.592277 3.356986 5.990917 0.1 -0.3 0.4
O -4.873342 -2.387000 -2.403528 -0.5 -0.6 0.1
C -3.960549 -1.428313 -2.541680 1.6 0.5 -0.7
C -2.928234 -1.597587 -3.488639 -0.5 1.0 0.8
C -2.037560 -0.563276 -3.710858 0.5 -0.5 -0.2
N -2.052672 0.597797 -3.070141 0.1 0.3 0.2
C -2.981704 0.725761 -2.153618 -0.6 -0.4 -0.1
Br -3.034036 2.404662 -1.238007 0.1 0.0 0.1
C -3.940179 -0.226430 -1.829077 -0.6 0.5 -0.4
H -4.667898 -3.053808 -1.675964 -0.2 0.7 0.4
H -2.868678 -2.527320 -3.985765 0.1 -0.8 -0.6
H -1.213002 -0.659382 -4.415822 -0.2 -0.2 -0.1
H -4.686960 -0.024767 -1.080643 0.0 0.0 0.0
O 0.039247 -0.814924 -0.010280 0.7 0.9 -0.2
As 1.365818 0.099685 -0.453808 -0.4 -1.1 -0.6
C 2.337293 -1.032353 -1.712874 0.0 -0.2 -0.3
C 1.933322 -2.368259 -1.638295 0.1 0.5 0.1
C 2.566592 -3.316615 -2.402862 0.3 -0.7 -0.2
C 3.608440 -2.984772 -3.249317 0.5 1.1 -0.3
C 4.001211 -1.640124 -3.382872 -1.0 0.1 0.7
C 3.334204 -0.645856 -2.632335 -0.1 -1.0 0.4
C 1.155593 1.746327 -1.425159 -0.1 0.3 0.9
C 0.950533 1.744075 -2.795115 0.0 -0.6 0.5
C 0.707099 2.928401 -3.462158 0.3 -0.4 0.2
C 0.693394 4.104941 -2.751831 0.0 -0.3 0.1
C 0.926245 4.098836 -1.384881 -0.4 1.2 0.1
C 1.136273 2.942119 -0.689800 0.2 -0.8 -0.5
C 2.534221 0.419273 1.018682 -0.1 -0.4 0.9
C 3.737911 1.062940 0.783436 -0.2 0.2 -0.2
C 4.555407 1.356012 1.853247 0.2 -0.4 0.0
C 4.226643 0.920543 3.131137 1.0 0.8 0.3
C 3.079828 0.221030 3.370770 -0.7 -0.4 -0.9
C 2.213712 -0.035462 2.312350 -0.3 0.5 -0.8
H 1.124489 -2.659010 -0.980235 0.0 0.1 0.1
H 2.260843 -4.350090 -2.312253 0.0 -0.1 -0.1
H 4.140356 -3.729085 -3.828523 -0.1 -0.1 0.0
H 4.786620 -1.365055 -4.070773 0.1 0.0 0.0
H 3.582437 0.402759 -2.727836 0.2 0.0 -0.1
H 0.955531 0.787251 -3.303375 -0.1 0.1 -0.2
H 0.542824 2.876944 -4.515340 -0.2 0.2 -0.5
H 0.473664 5.013017 -3.262786 -0.1 0.6 -0.2
H 0.859495 5.038526 -0.846030 0.1 0.0 0.0
H 1.305808 2.970061 0.375044 -0.1 -0.2 0.2
H 4.001408 1.372752 -0.226576 0.0 0.0 0.2
H 5.477039 1.867047 1.666120 0.4 0.3 0.1
H 4.875428 1.185574 3.970156 -0.1 -0.2 -0.3
H 2.828897 -0.118036 4.346227 -0.2 -0.1 0.7
H 1.244581 -0.487510 2.474045 0.0 -0.1 0.1
```
Forces are in eV/Å.

Löwdin atomic charge list, values in e, 2 entries: atom 1 (Na): 0.3751, atom 2 (O): -0.0516